[1]
DFT (the ωB97M-V functional and the def2-TZVPD basis) results for a cluster of 4 separate species, C27H49N2O13P in total at a distorted geometry.

The structure (SMILES) is CC(=O)OCCC[PH](N)(CCCCOC=O)c1ccccn1.CCOC(=O)OC.CCOC(=O)OC.CCOC(=O)OC. The largest force on an atom is 9.387 eV Å⁻¹. For the LUMO energy, the calculation gives 0.12 eV. Its energy is -2486.6777 Eh. The calculation puts the HOMO energy at -8.4 eV. The gap between HOMO and LUMO is 8.49 eV.

Cartesian coordinates (Å):
C -0.405 -6.294 1.454
C 1.212 -6.518 1.627
O 1.624 -7.083 2.784
O 2.250 -6.206 0.627
C 3.015 -4.985 1.009
C 2.774 -3.919 -0.257
C 1.180 -3.534 -0.216
P 0.745 -1.806 -0.906
N 0.487 -2.421 -2.582
C -1.130 -1.307 -0.820
C -1.955 -2.434 0.040
C -3.590 -2.345 -0.090
C -4.387 -2.743 1.320
O -4.197 -1.761 2.398
C -3.780 -2.426 3.668
O -2.722 -1.904 4.349
C 1.129 -0.923 0.787
C 2.686 -0.599 1.128
C 3.263 0.100 2.519
C 2.008 0.461 3.565
C 0.518 0.097 3.018
N 0.059 -0.545 1.753
H -0.677 -5.960 0.361
H -1.045 -7.256 1.752
H -0.810 -5.434 2.175
H 2.446 -4.492 1.926
H 4.147 -5.189 1.225
H 3.508 -3.008 -0.225
H 3.032 -4.549 -1.230
H 0.705 -3.670 0.854
H 0.628 -4.323 -0.922
H 1.714 -0.872 -1.494
H 1.425 -2.789 -2.909
H 0.292 -1.581 -3.205
H -1.518 -1.402 -1.945
H -1.299 -0.199 -0.484
H -1.718 -2.418 1.209
H -1.608 -3.519 -0.316
H -3.877 -1.232 -0.310
H -3.905 -3.077 -0.961
H -5.556 -2.765 1.090
H -4.107 -3.808 1.719
H -4.280 -3.401 4.102
H 3.489 -0.892 0.302
H 4.392 0.299 2.756
H 2.204 0.957 4.626
H -0.362 0.401 3.769
C 3.728 6.582 6.002
C 4.501 5.406 5.429
O 3.716 4.698 4.462
C 3.613 5.284 3.243
O 4.130 6.340 2.907
O 2.814 4.511 2.468
C 2.540 5.067 1.186
H 2.764 6.250 6.399
H 4.295 7.065 6.802
H 3.513 7.330 5.233
H 4.730 4.699 6.231
H 5.458 5.723 4.994
H 3.463 5.327 0.657
H 1.895 5.947 1.292
H 2.006 4.317 0.596
C 1.220 10.764 -2.724
C 0.990 9.381 -3.310
O 1.042 8.377 -2.289
C -0.060 8.277 -1.504
O -1.073 8.955 -1.598
O 0.168 7.316 -0.576
C -0.877 7.179 0.382
H 2.152 10.789 -2.152
H 1.268 11.516 -3.516
H 0.417 11.043 -2.035
H 1.789 9.152 -4.021
H 0.042 9.326 -3.861
H -1.848 7.031 -0.104
H -0.902 8.059 1.035
H -0.663 6.299 0.996
C -3.024 -8.094 -5.520
C -4.426 -7.554 -5.300
O -4.424 -6.500 -4.328
C -3.980 -5.296 -4.767
O -3.597 -5.040 -5.899
O -4.006 -4.431 -3.723
C -3.466 -3.147 -4.025
H -2.574 -8.395 -4.569
H -3.042 -8.954 -6.194
H -2.368 -7.333 -5.954
H -5.062 -8.350 -4.901
H -4.884 -7.215 -6.238
H -3.945 -2.710 -4.908
H -2.383 -3.224 -4.170
H -3.655 -2.490 -3.171

***

[2]
DFT (the ωB97M-V functional and the def2-TZVPD basis) results for a structure of composition C17H30Cl2HoN3O3 at a distorted geometry.

Its expectation value of S² is 6.004. The largest force on an atom is 3.752 eV Å⁻¹. For the LUMO energy (alpha / beta), the calculation gives 0.22 / 0.22 eV. The multiplicity is 5. Its energy is -2924.3267 Eh. The calculation puts the HOMO energy (alpha / beta) at -5.5 / -5.5 eV. The gap between HOMO and LUMO (alpha / beta) is 5.71 / 5.71 eV.

Cartesian coordinates (Å):
O 2.182 0.944 -3.322
C 3.161 0.484 -3.920
C 3.732 0.972 -5.253
C 3.237 2.180 -5.785
H 2.670 2.861 -5.137
C 3.406 2.451 -7.148
H 2.923 3.335 -7.577
C 4.167 1.592 -7.959
H 4.237 1.781 -9.035
C 4.818 0.500 -7.378
H 5.461 -0.117 -8.001
C 4.635 0.214 -6.026
H 5.163 -0.622 -5.580
H 3.702 -0.367 -3.455
C -0.443 -2.346 -2.462
C -0.381 -2.027 -1.034
H -0.897 -3.329 -2.642
H 0.560 -2.398 -2.892
H -1.042 -1.594 -2.995
C -0.815 -2.734 -0.024
C -1.757 -3.925 -0.191
H -0.525 -2.575 1.029
H -1.854 -4.253 -1.236
H -2.769 -3.693 0.157
H -1.438 -4.797 0.396
Ho 0.563 0.223 -0.265
Cl -0.996 1.287 -1.915
Cl 2.649 -1.175 -0.916
H 1.973 4.332 -2.208
H 0.566 6.037 -1.367
C 1.574 3.513 -1.596
C -0.090 5.266 -0.932
N 0.680 4.076 -0.581
H 2.389 2.967 -1.111
C 0.378 3.382 0.501
O 0.862 2.225 0.719
H -0.563 5.650 -0.010
H -0.322 3.857 1.205
H 1.023 2.822 -2.251
H -0.883 5.041 -1.677
H 2.313 -1.914 4.856
H 4.660 -0.705 4.258
C 2.311 -2.233 3.804
C 4.484 -1.093 3.238
N 3.048 -1.284 2.975
H 1.291 -2.250 3.410
C 2.396 -0.540 2.099
O 1.142 -0.573 1.873
H 4.901 -0.372 2.516
H 3.014 0.112 1.487
H 2.760 -3.235 3.752
H 5.053 -2.035 3.159
N -1.443 0.279 1.280
H -2.216 -0.264 0.886
H -1.830 1.210 1.451
H -1.244 -0.115 2.204

***

[3]
DFT (the ωB97M-V functional and the def2-TZVPD basis) results for a cluster of 2 separate species, C5H13NO in total at a distorted geometry.

The structure (SMILES) is CCC(N)=O.CC. Its energy above the lowest of the compared OMol25 structures with the same formula, charge and spin is 8.22 kcal/mol. The largest force on an atom is 1.370 eV Å⁻¹. For the LUMO energy, the calculation gives 0.87 eV. Its energy is -328.3058 Eh. The calculation puts the HOMO energy at -9.9 eV. The gap between HOMO and LUMO is 10.74 eV.

Cartesian coordinates (Å):
C -2.279 -1.490 0.630
C -2.649 -0.224 -0.107
H -1.258 -1.562 0.896
H -2.765 -1.644 1.595
H -2.489 -2.401 0.067
H -3.426 -0.308 -0.866
H -1.834 0.188 -0.708
H -2.894 0.548 0.610
C 1.926 0.086 -0.459
C 1.523 -0.898 0.639
C 1.450 1.479 -0.075
O 1.017 1.786 1.018
N 1.659 2.445 -1.024
H 3.013 0.180 -0.537
H 1.554 -0.203 -1.433
H 1.402 -0.422 1.601
H 2.137 -1.794 0.645
H 1.285 3.373 -0.979
H 2.080 2.167 -1.895
H 0.546 -1.308 0.382

***

[4]
DFT (the ωB97M-V functional and the def2-TZVPD basis) results for a structure of composition C12H24NO15 at a distorted geometry.

Its energy above the lowest of the compared OMol25 structures with the same formula, charge and spin is 195.27 kcal/mol. As for the charge: -1. The largest force on an atom is 9.253 eV Å⁻¹. For the LUMO energy, the calculation gives 2.80 eV. Its energy is -1654.5812 Eh. The calculation puts the HOMO energy at -4.5 eV. The gap between HOMO and LUMO is 7.26 eV.

Cartesian coordinates (Å):
N -1.996 12.839 17.547
O -0.803 12.988 17.290
O -2.325 13.115 18.695
O -2.753 12.525 16.595
C -1.026 12.422 19.862
O 0.063 11.588 20.333
C 0.989 11.166 19.499
O 0.980 11.318 18.288
O 1.972 10.594 20.220
C 3.103 10.191 19.576
H -0.633 13.174 19.178
H -1.502 12.963 20.679
H -1.881 11.915 19.414
H 3.204 10.407 18.512
H 3.105 9.101 19.607
H 4.005 10.424 20.141
C 3.486 13.493 19.317
O 2.227 14.118 19.725
C 1.243 14.066 18.901
O 1.101 13.324 17.927
O 0.415 15.078 19.291
C -0.731 15.507 18.587
H 4.058 13.450 20.244
H 3.984 14.078 18.545
H 3.378 12.446 19.032
H -1.568 14.811 18.648
H -0.430 15.608 17.544
H -1.133 16.487 18.845
C -2.232 15.321 12.213
O -2.797 15.659 13.475
C -2.870 14.839 14.410
O -2.409 13.673 14.546
O -3.362 15.512 15.377
C -3.685 14.955 16.611
H -1.939 16.282 11.790
H -2.903 14.871 11.481
H -1.277 14.802 12.290
H -4.535 14.284 16.492
H -4.024 15.691 17.341
H -2.894 14.434 17.149
C -5.125 12.405 17.972
O -5.930 12.853 16.878
C -5.489 12.802 15.596
O -4.335 12.497 15.272
O -6.322 13.441 14.818
C -6.020 13.848 13.488
H -5.712 12.301 18.885
H -4.128 12.841 17.912
H -4.786 11.380 17.823
H -5.525 14.820 13.485
H -6.908 13.849 12.856
H -5.406 13.131 12.943